The following is a quantum chemistry calculation of a structure of composition C36H32BF4IKN7 in a non-equilibrium geometry, from OMol25.

CARTESIAN COORDINATES (ANGSTROEM)
H: -4.75 1.67 -0.78
C: -3.70 1.65 -0.51
H: 0.30 -2.99 0.80
H: -1.54 -1.01 1.71
H: -5.53 -0.29 0.34
C: -0.52 -1.88 -2.97
H: 0.15 5.79 0.07
N: 0.49 2.12 1.79
H: 1.42 -3.14 -6.05
C: 2.14 -4.96 -1.22
H: 3.30 -1.84 -1.74
C: 0.51 -1.09 -3.50
H: 0.31 -1.00 5.59
H: 1.51 6.27 1.09
C: 1.02 -3.30 0.05
H: -2.29 -3.09 2.78
H: -0.38 -4.53 -5.07
C: 0.86 2.18 6.62
C: 2.70 -2.66 -1.36
H: 2.94 3.63 -3.24
H: 1.63 4.81 3.28
H: 0.56 -5.40 0.17
C: 2.93 -3.96 -1.77
H: 2.49 1.13 -4.09
N: -1.57 2.18 -0.33
N: 0.52 3.03 0.81
C: -4.82 -0.90 0.88
C: -0.14 -3.57 -4.64
C: 2.34 -6.38 -1.66
C: 1.58 2.23 -2.42
C: 1.76 1.18 -3.29
C: 0.49 0.07 5.55
C: 0.60 0.81 6.71
C: -3.00 0.72 0.29
H: 3.70 -4.20 -2.50
H: 0.95 2.77 7.52
C: -3.48 -0.50 0.94
I: 4.50 0.89 -0.29
C: 1.18 -4.64 -0.28
N: 0.15 0.64 -1.83
C: -3.00 -2.48 2.25
C: 0.86 2.05 4.20
H: -2.61 4.69 -1.22
N: -1.73 1.06 0.37
B: -0.17 2.79 -0.57
F: 3.62 -6.79 -1.51
C: 0.61 0.67 4.31
H: 0.50 0.34 7.68
H: -3.93 3.88 -2.08
H: -4.67 -3.79 2.65
C: -2.89 3.78 -1.75
C: -4.34 -2.87 2.17
H: 1.17 3.85 5.33
H: 2.00 -0.97 -5.04
H: -6.28 -2.37 1.42
F: 2.05 -6.54 -2.98
H: -1.62 -3.71 -3.09
C: 0.98 2.78 5.38
C: 0.82 0.20 -2.89
H: 1.79 5.32 -0.38
C: 1.24 4.06 2.62
C: -2.58 -1.32 1.64
C: 0.97 4.22 1.28
C: 1.12 5.47 0.46
C: 2.32 3.52 -2.35
K: 1.60 -0.31 1.18
C: -5.24 -2.07 1.48
F: 1.24 -2.03 2.48
H: 2.98 3.51 -1.47
H: -2.25 3.71 -2.64
C: 1.19 -1.56 -4.62
H: 1.64 4.36 -2.27
N: 0.59 1.88 -1.56
C: 0.91 2.72 2.90
H: -0.29 3.87 -1.09
H: 0.53 0.07 3.42
C: -2.75 2.57 -0.89
C: 0.87 -2.79 -5.18
C: -0.83 -3.10 -3.53
N: 1.76 -2.34 -0.48
H: -1.05 -1.51 -2.10
F: 1.56 -7.25 -0.99

E_tot (eV): -84262.3653
Strongest force on any atom (eV/Å): 1.8
Charge: -2